DFT (ωB97M-V with the def2-TZVPD basis set) results for 3 unconnected molecules or ions with the total composition C29H46N2O8P2.

## Properties
Frontier orbital gap: 6.62 eV
Net charge: 0
LUMO: -0.0845 Eh
E_tot: -68741.041 eV
Multiplicity: 3

Last column: Löwdin charge in e.
Cartesian coordinates (Å):
O -1.2239 1.6730 1.2079  0.035
C -2.0325 0.8224 0.5704  -0.179
O -1.6385 -0.3717 -0.2130  -0.022
C -2.8742 -1.1522 -0.5508  -0.205
O -2.8027 -2.4105 -0.9910  0.027
C -4.1778 -0.2122 -0.2270  -0.290
P -6.0412 -0.4056 -0.5986  0.829
P -6.5199 1.3796 -1.8352  0.514
O -7.4873 2.3793 -1.0694  -0.438
O -7.2234 0.8977 -3.3678  -0.251
O -5.0608 2.2933 -2.2258  -0.270
C -3.6612 0.9869 0.4870  -0.069
C -4.4145 2.3001 1.1255  -0.119
C -5.2039 1.9469 2.5288  -0.137
C -5.1341 0.5127 3.3233  -0.033
C -6.0235 0.2748 4.7062  -0.064
C -6.9767 1.4657 5.3125  -0.078
C -7.0546 2.9330 4.5499  -0.058
C -6.1640 3.1599 3.1588  -0.015
H -6.8461 -0.2322 0.6019  -0.048
H -7.8898 0.1774 -3.1367  0.079
H -5.2497 3.2866 -2.1464  0.101
H -3.5917 3.1396 1.2354  0.138
H -5.2450 2.7462 0.3928  0.104
H -4.4589 -0.3554 2.9080  0.084
H -6.0066 -0.7587 5.2787  0.086
H -7.6215 1.3635 6.2971  0.085
H -7.7350 3.8026 4.9737  0.086
H -6.1949 4.1953 2.5829  0.095
C 1.0773 -0.0633 -1.8755  -0.038
C 0.8029 0.5606 -3.2750  -0.451
C 1.2834 -0.3950 -4.4015  -0.139
C 2.7983 -0.4277 -4.5739  -0.188
C 3.3527 0.9817 -4.7480  -0.140
C 2.9253 1.9399 -3.6063  -0.474
N 1.4417 1.9144 -3.3487  -0.024
O 0.8234 2.6292 -4.3925  -0.029
C 3.7014 1.5580 -2.3137  -0.049
C 3.4536 3.3745 -3.9365  -0.046
C -0.7603 0.6176 -3.3597  -0.040
H 0.1556 -0.3794 -1.3703  0.054
H 1.7208 -0.9476 -1.9338  0.074
H 1.5357 0.6466 -1.1803  0.073
H 0.8403 -0.0915 -5.3608  0.124
H 0.9245 -1.4141 -4.2131  0.125
H 3.2693 -0.9244 -3.7185  0.101
H 3.0503 -1.0302 -5.4540  0.114
H 4.4473 0.9292 -4.8111  0.123
H 3.0138 1.3742 -5.7160  0.124
H 3.3731 2.1669 -1.4632  0.090
H 4.7777 1.7327 -2.4372  0.087
H 3.6029 0.5061 -2.0442  0.058
H 3.0940 3.7449 -4.9022  0.075
H 4.5485 3.3887 -3.9911  0.082
H 3.1551 4.0914 -3.1602  0.088
H -1.1769 1.2911 -2.6052  0.082
H -1.1952 -0.3799 -3.1910  0.086
H -1.1200 0.9368 -4.3424  0.076
C 5.2462 -1.9894 3.0383  -0.037
C 4.0331 -2.9648 3.0295  -0.468
C 3.9621 -3.7341 1.6818  -0.143
C 3.4520 -2.8894 0.5191  -0.187
C 2.1216 -2.2335 0.8708  -0.130
C 2.1843 -1.4184 2.1885  -0.461
N 2.7794 -2.2004 3.3297  -0.026
O 1.8039 -3.1197 3.7607  -0.030
C 3.0074 -0.1227 1.9384  -0.039
C 0.7510 -0.8815 2.5104  -0.037
C 4.3883 -4.0144 4.1369  -0.053
H 6.0456 -2.3220 3.7129  0.077
H 5.6988 -1.8803 2.0471  0.079
H 4.9825 -0.9924 3.4042  0.073
H 3.2979 -4.6041 1.7847  0.123
H 4.9486 -4.1375 1.4229  0.123
H 4.1941 -2.1324 0.2427  0.101
H 3.3225 -3.5269 -0.3629  0.115
H 1.8108 -1.5884 0.0388  0.086
H 1.3549 -3.0158 0.9479  0.129
H 3.1366 0.4466 2.8664  0.091
H 2.4941 0.5359 1.2264  0.078
H 3.9916 -0.3110 1.5086  0.061
H 0.0083 -1.6823 2.5903  0.078
H 0.3945 -0.2105 1.7201  0.051
H 0.7463 -0.3130 3.4497  0.093
H 4.4376 -3.5502 5.1261  0.087
H 5.3686 -4.4741 3.9364  0.086
H 3.6746 -4.8425 4.1803  0.072

DFT (ωB97M-V with the def2-TZVPD basis set) results for 6 unconnected molecules or ions with the total composition C29H46N7O2.

## Properties
Frontier orbital gap: 3.85 eV
Net charge: -1
LUMO: 0.0691 Eh
E_tot: -45340.794 eV

Last column: Löwdin charge in e.
Cartesian coordinates (Å):
C 4.7783 -3.2364 0.1821  -0.137
C 4.7826 -3.4002 -1.3412  -0.262
C 4.0489 -2.2687 -2.0478  -0.541
C 4.3191 -2.3275 -3.5694  -0.103
N 2.6591 -2.3152 -1.6899  -0.074
O 2.1669 -0.9291 -1.8327  -0.258
C 1.8684 -0.3308 -0.6119  -0.278
C 0.3540 -0.2246 -0.4333  -0.203
N -0.1325 -1.5177 0.0563  -0.055
C -1.3998 -2.0331 -0.4235  -0.196
C -1.4057 -2.2450 -1.9584  -0.431
C -2.3388 -1.2906 -2.7111  -0.064
O -0.1441 -2.0694 -2.5478  -0.081
H 3.8226 -3.5442 0.5952  0.053
H 5.5965 -3.7944 0.6411  0.048
H 4.8984 -2.1790 0.4247  0.058
H 4.3140 -4.3524 -1.5996  0.097
H 5.8237 -3.4104 -1.6787  0.093
H 4.4776 -1.3128 -1.6948  0.119
H 4.2232 -3.3592 -3.9164  0.052
H 3.5863 -1.7140 -4.0876  0.055
H 5.3265 -1.9690 -3.8176  0.050
H 2.2318 -1.0018 0.1777  0.099
H 2.3620 0.6464 -0.4894  0.089
H -0.0607 0.0074 -1.4109  0.106
H 0.1020 0.6053 0.2438  0.098
H -0.1986 -1.4463 1.0625  0.101
H -2.2965 -1.4651 -0.1249  0.100
H -1.4992 -3.0123 0.0505  0.104
H -1.7833 -3.2639 -2.1206  0.120
H -3.2675 -1.7956 -2.9744  0.065
H -1.8310 -0.9751 -3.6202  0.066
H -2.5882 -0.4099 -2.1218  0.067
H 0.5609 -2.6370 -2.1963  0.060
N 1.7906 3.6693 2.3802  0.001
C 2.5544 2.6431 1.8933  -0.137
C 2.3585 1.5554 2.6980  -0.104
C 1.4386 1.9373 3.7122  -0.107
C 1.1067 3.2469 3.4892  -0.157
H 1.7385 4.5869 1.9811  0.138
H 3.1625 2.7684 1.0146  0.107
H 2.8150 0.5890 2.5648  0.095
H 1.0609 1.3193 4.5095  0.088
H 0.4436 3.9089 4.0171  0.077
N -0.0595 5.2877 6.5613  0.008
C -0.3615 5.0269 7.8706  -0.163
C 0.7039 5.4283 8.6334  -0.116
C 1.6865 5.9475 7.7462  -0.106
C 1.1854 5.8450 6.4759  -0.137
H -0.6624 5.0963 5.7826  0.137
H -1.3043 4.5856 8.1459  0.109
H 0.7719 5.3560 9.7058  0.092
H 2.6509 6.3467 8.0105  0.090
H 1.6069 6.1198 5.5249  0.107
N -1.6815 8.1935 7.7654  0.015
C -1.2756 9.4710 7.5065  -0.142
C -2.3914 10.2228 7.2451  -0.119
C -3.5156 9.3598 7.3518  -0.120
C -3.0421 8.1149 7.6746  -0.147
H -1.0693 7.4232 7.9870  0.105
H -0.2326 9.7354 7.5294  0.105
H -2.4010 11.2725 7.0037  0.085
H -4.5503 9.6221 7.2083  0.085
H -3.5569 7.1853 7.8471  0.102
N -3.0894 -2.7792 -5.9394  0.019
C -3.6729 -1.5776 -6.2178  -0.144
C -4.7900 -1.8140 -6.9747  -0.116
C -4.8835 -3.2203 -7.1601  -0.117
C -3.8203 -3.7856 -6.5068  -0.143
H -2.2520 -2.8981 -5.3949  0.145
H -3.2446 -0.6606 -5.8525  0.106
H -5.4645 -1.0638 -7.3517  0.085
H -5.6428 -3.7543 -7.7065  0.085
H -3.5266 -4.8148 -6.3953  0.078
N -1.3142 -6.9691 -6.6298  0.006
C -2.4807 -7.6550 -6.4310  -0.150
C -2.1679 -8.9805 -6.2908  -0.118
C -0.7557 -9.0963 -6.4075  -0.117
C -0.2589 -7.8373 -6.6143  -0.138
H -1.2409 -5.9774 -6.7651  0.137
H -3.4285 -7.1461 -6.4033  0.093
H -2.8718 -9.7776 -6.1197  0.085
H -0.1721 -9.9989 -6.3421  0.086
H 0.7498 -7.4868 -6.7462  0.108

DFT (ωB97M-V with the def2-TZVPD basis set) results for a molecular structure, C29H46P2Sc.

## Properties
Frontier orbital gap: 7.57 eV
Net charge: +1
LUMO: -0.1135 Eh
E_tot: -70091.145 eV
ΔE to the lowest compared entry with this formula, charge and spin: 0.0 kJ/mol

Last column: Löwdin charge in e.
Cartesian coordinates (Å):
Sc 1.4864 0.0329 -1.3993  0.645
C 0.0208 -0.3813 0.5250  -0.269
C 0.1732 -1.5895 -0.2432  -0.293
C 2.2360 -1.0496 0.6898  -0.278
C 1.2760 -0.0922 1.1385  -0.249
C 1.5473 -2.0111 -0.1216  -0.318
C -1.2121 0.4040 0.7742  -0.021
H -2.1037 -0.1267 0.4222  0.077
H -1.1749 1.3819 0.2680  0.079
H -1.3204 0.6090 1.8498  0.095
C 1.4944 0.9636 2.1554  -0.004
H 0.6426 1.0100 2.8455  0.092
H 1.5989 1.9544 1.7005  0.070
H 2.4037 0.7640 2.7322  0.087
C 3.6800 -1.0842 1.0397  -0.026
H 3.9077 -0.3443 1.8149  0.083
H 4.3287 -0.8774 0.1719  0.067
H 3.9547 -2.0764 1.4239  0.096
C 2.1133 -3.2994 -0.5994  -0.046
H 1.9231 -4.0907 0.1431  0.105
H 3.2008 -3.2384 -0.7324  0.079
H 1.6562 -3.6291 -1.5387  0.062
C -0.8856 -2.3834 -0.9183  -0.030
H -0.9690 -3.3854 -0.4684  0.103
H -0.6687 -2.5288 -1.9888  0.074
H -1.8636 -1.8975 -0.8415  0.069
C -4.1906 2.6094 -2.8195  -0.102
C -5.0201 2.5572 -3.8641  -0.109
C -4.8724 1.7821 -5.1349  -0.178
C -3.4330 1.3414 -5.5145  -0.206
C -3.0355 -0.0199 -5.0146  -0.134
C -2.9089 -0.4426 -3.7485  -0.114
C -3.0603 0.3516 -2.5014  -0.187
C -2.8831 1.8790 -2.6373  -0.193
H -5.2223 2.4445 -5.9510  0.116
H -2.7220 2.1339 -5.2408  0.098
H -5.5404 0.8987 -5.1526  0.128
H -2.1441 2.1262 -3.4155  0.078
H -4.4848 3.2235 -1.9586  0.106
H -5.9541 3.1239 -3.8142  0.107
H -2.4472 2.2315 -1.6830  0.098
H -4.0222 0.1418 -1.9986  0.137
H -2.6176 -1.4878 -3.5562  0.102
H -2.2949 -0.0270 -1.8050  0.062
H -3.3843 1.2569 -6.6152  0.113
H -2.8386 -0.7365 -5.8246  0.109
P 1.0347 1.2034 -3.5162  0.825
C 1.0223 3.0169 -3.7472  -0.227
C 0.2812 0.7117 -5.1209  -0.242
P 3.0063 -1.0077 -2.9249  0.817
C 2.8133 0.6116 -3.8160  -0.472
C 1.9787 -2.1364 -3.9674  -0.234
C 4.6678 -1.6644 -3.2599  -0.216
H 1.3414 3.5290 -2.8340  0.022
H -0.0034 3.3468 -3.9737  0.057
H 1.6892 3.3022 -4.5677  0.066
H 0.7191 1.2838 -5.9480  0.067
H -0.7962 0.8982 -5.1138  0.008
H 0.4177 -0.3503 -5.3377  0.034
H 5.2458 -0.9527 -3.8646  0.063
H 4.5960 -2.6229 -3.7963  0.062
H 5.1858 -1.8485 -2.3067  0.047
H 3.5390 1.3689 -3.4784  0.068
H 2.9289 0.4207 -4.8955  0.070
H 2.0442 -3.1513 -3.5510  0.049
H 2.3894 -2.1425 -4.9849  0.068
H 0.9180 -1.8572 -4.0050  0.031
C 3.4611 4.1452 0.6639  -0.087
C 4.2635 3.0486 0.3519  -0.072
C 3.7601 2.0138 -0.4710  -0.140
C 2.4261 2.0476 -0.8440  -0.277
C 1.6053 3.1151 -0.5062  -0.186
C 2.1424 4.2021 0.2144  -0.081
H 3.8696 4.9662 1.2586  0.109
H 5.2919 2.9832 0.7142  0.106
H 4.4305 1.2049 -0.7827  0.083
H 0.5468 3.1414 -0.8068  0.095
H 1.5193 5.0818 0.4009  0.109

DFT (ωB97M-V with the def2-TZVPD basis set) results for a single C29H47BN3O5PS2 molecule.

## Properties
Frontier orbital gap: 7.80 eV
Net charge: 0
LUMO: 0.0191 Eh
E_tot: -77181.778 eV
ΔE to the lowest compared entry with this formula, charge and spin: 0.0 kJ/mol

Last column: Löwdin charge in e.
Cartesian coordinates (Å):
C -4.0741 -3.5411 -1.7172  -0.094
C -3.9463 -2.0179 -1.8749  -0.199
C -2.5090 -1.5670 -1.6331  -0.188
O -2.5134 -0.2971 -0.9677  -0.094
C -1.2970 0.3457 -1.0342  -0.185
C -1.0657 1.2276 -2.0980  -0.142
C -2.1028 1.5212 -3.1425  -0.392
S -3.6375 2.1787 -2.3944  0.896
C -4.7543 2.4141 -3.8181  -0.531
C -4.3201 1.7245 -5.1073  -0.162
C 0.1765 1.8590 -2.1757  -0.250
O 0.4174 2.7564 -3.1921  -0.054
C 0.6254 4.0906 -2.7087  -0.143
C -0.6317 4.7142 -2.1087  -0.323
C -0.7426 6.1990 -2.4785  -0.056
C -0.8287 4.5132 -0.5950  -0.152
C -0.0750 5.4496 0.3492  -0.414
C -0.5206 5.1051 1.7849  -0.075
C 1.4465 5.2575 0.2972  -0.067
C 1.1682 1.5927 -1.2422  -0.036
C 0.8962 0.7356 -0.1826  -0.434
C -0.3295 0.1016 -0.0495  -0.164
N -0.6731 -0.7406 1.0341  0.131
C 0.3475 -1.5153 1.6251  -0.204
C 1.6719 -1.0977 1.6780  -0.422
C 2.6589 -1.8637 2.2859  -0.048
C 2.3508 -3.0830 2.8879  -0.216
C 3.4719 -3.8422 3.5657  -0.152
C 4.4540 -4.4497 2.5394  -0.140
C 5.8273 -3.7895 2.5539  -0.222
O 5.8748 -2.7015 1.6360  -0.204
C 6.7737 -2.8971 0.5725  -0.115
C 1.0135 -3.5147 2.8424  -0.254
P 0.4104 -5.0703 3.6019  0.889
N 0.7599 -4.7927 5.2716  -0.166
O 1.5729 -6.1453 3.1493  -0.302
C 0.0149 -2.7442 2.2172  -0.064
B -1.4885 -3.2574 2.2340  -0.693
N -2.4152 -2.7509 3.2484  0.169
O -1.9526 -4.1278 1.2904  0.138
S 2.1589 0.4839 1.0333  1.047
H -4.9018 -3.9035 -2.3196  0.069
H -3.1645 -4.0657 -1.9899  0.076
H -4.3125 -3.7696 -0.6829  0.060
H -4.2289 -1.7031 -2.8733  0.102
H -4.5629 -1.5474 -1.1168  0.114
H -1.9653 -1.4666 -2.5725  0.131
H -1.9835 -2.3335 -1.0532  0.114
H -1.7307 2.2898 -3.8029  0.071
H -2.2906 0.6352 -3.7442  0.081
H -4.8770 3.4716 -4.0341  0.061
H -5.7176 2.0174 -3.5172  0.056
H -5.0997 1.8817 -5.8495  0.073
H -3.4240 2.1986 -5.4934  0.068
H -4.1821 0.6580 -4.9758  0.063
H 1.4846 4.1197 -2.0455  0.100
H 0.8991 4.6603 -3.5947  0.129
H -1.4749 4.2155 -2.5852  0.107
H -1.5334 6.6463 -1.8878  0.081
H 0.1988 6.7046 -2.2779  0.079
H -0.9822 6.2857 -3.5337  0.080
H -0.6160 3.4931 -0.2763  0.113
H -1.8902 4.6740 -0.4044  0.115
H -0.3004 6.5000 0.1776  0.122
H -1.5569 4.7813 1.8165  0.072
H 0.0606 4.2446 2.1172  0.077
H -0.3450 5.9217 2.4777  0.075
H 1.8495 5.6930 -0.6158  0.068
H 1.6440 4.1878 0.2393  0.069
H 1.9286 5.6787 1.1710  0.078
H 2.1345 2.0624 -1.3169  0.119
H -1.4440 -1.3132 0.7259  0.104
H 3.6763 -1.4991 2.2950  0.108
H 3.0559 -4.5922 4.2253  0.069
H 3.9922 -3.1292 4.2018  0.116
H 4.5390 -5.5247 2.6609  0.108
H 4.0448 -4.2631 1.5512  0.122
H 6.6016 -4.5126 2.2957  0.112
H 6.0700 -3.3897 3.5377  0.119
H 6.8850 -1.9686 0.0223  0.085
H 6.3888 -3.6446 -0.1243  0.090
H 7.7626 -3.1867 0.9276  0.084
H -0.1193 -4.6294 5.7466  0.022
H 1.2959 -3.9363 5.3831  0.030
H 1.9651 -6.5892 3.9095  0.050
H -1.9297 -2.1274 3.8822  0.072
H -3.1462 -2.1892 2.8183  0.079
H -2.9114 -4.1999 1.3271  0.094

DFT (ωB97M-V with the def2-TZVPD basis set) results for 7 unconnected molecules or ions with the total composition C29H47BN6O.

## Properties
Frontier orbital gap: 3.01 eV
Net charge: 0
LUMO: -0.1592 Eh
E_tot: -42477.823 eV
ΔE to the lowest compared entry with this formula, charge and spin: 356.4 kJ/mol

Last column: Löwdin charge in e.
Cartesian coordinates (Å):
C 1.8750 -0.1630 -3.0682  0.048
C 2.9635 -0.0135 -1.9135  -0.408
C 2.5377 0.9685 -0.9059  -0.156
C 2.9109 0.7908 0.5197  -0.194
C 2.5086 -0.5859 1.0110  -0.158
C 3.1955 -1.6794 0.2306  -0.472
N 3.1208 -1.3365 -1.2563  0.118
O 3.6265 -2.3286 -1.9780  0.148
C 2.4349 -2.9427 0.4949  -0.040
C 4.7016 -1.8966 0.6938  0.013
C 4.2847 0.4262 -2.7535  0.044
H 2.2997 -0.8170 -3.8569  0.119
H 1.9895 0.6948 -3.4509  0.011
H 1.0228 -0.3526 -2.4294  0.089
H 1.4145 0.8183 -0.7108  0.146
H 2.8659 2.0321 -1.2171  0.174
H 2.3937 1.4609 1.0182  0.054
H 4.0267 1.0616 0.5979  0.153
H 1.3784 -0.4972 1.0485  0.118
H 2.7054 -0.6197 2.0966  0.137
H 1.9527 -2.8080 1.6174  0.160
H 3.1472 -3.9008 0.4880  0.134
H 1.4864 -3.0398 -0.0020  0.062
H 4.7961 -1.7449 1.8447  0.147
H 5.2208 -1.0309 0.3182  0.055
H 5.1861 -2.7158 0.0936  0.105
H 4.4205 -0.4322 -3.4036  0.083
H 5.2480 0.4487 -2.2512  0.085
H 4.1122 1.4158 -3.0157  0.072
B -1.6512 -0.8212 -0.2723  -0.475
H -0.6140 -1.4925 -0.3951  -0.057
H -2.4918 -1.0144 -1.0936  -0.066
H -2.1782 -1.0395 0.8547  -0.029
H -1.3024 0.3656 -0.1752  -0.063
N 0.4490 1.8625 3.6677  -0.050
C 1.1866 2.0844 4.8120  -0.010
C 1.0764 0.6495 5.5183  -0.073
C 0.3522 -0.2306 4.6025  -0.089
C 0.0307 0.7146 3.3829  -0.162
H 0.3353 2.5038 3.0676  -0.014
H 1.4867 3.0246 4.9996  0.035
H 1.5120 0.4140 6.4651  0.043
H 0.1098 -1.4473 4.6394  0.127
H -0.0542 0.3197 2.2774  0.126
N -3.4935 1.8216 0.9943  -0.074
C -4.1169 2.9769 0.4706  -0.065
C -4.7869 3.7479 1.7071  -0.028
C -4.5728 2.8294 2.8364  -0.092
C -3.7567 1.6198 2.4184  -0.065
H -2.9104 0.8525 0.6706  0.136
H -4.0424 3.1521 -0.5225  0.046
H -5.2270 4.6725 1.5459  0.037
H -4.9576 2.8572 3.8460  0.069
H -3.3046 0.9137 2.8953  0.021
N -3.2123 -4.0374 -0.5108  -0.037
C -4.2683 -4.6732 -1.0628  -0.210
C -4.2550 -6.0764 -0.8881  -0.085
C -2.9527 -6.3287 0.0094  -0.065
C -2.3258 -4.9308 0.2250  -0.073
H -3.0574 -2.9802 -0.4549  0.109
H -5.0068 -3.9719 -1.4502  0.104
H -4.9099 -6.9000 -1.1371  0.057
H -2.4018 -7.3178 0.4558  0.101
H -1.4589 -4.4511 0.4529  0.030
N -1.3394 3.7116 1.8218  -0.067
C -1.2477 4.4251 3.0211  -0.106
C 0.1600 5.0607 3.1122  -0.065
C 0.7701 4.7422 1.7268  -0.076
C -0.2615 3.8321 1.0235  -0.164
H -2.3398 3.0630 1.6806  0.158
H -2.0398 4.5151 3.6994  0.067
H 0.5526 5.7378 3.8847  0.065
H 1.6910 5.0217 1.2319  0.043
H -0.3589 3.1555 0.0913  0.116
N -0.8025 -1.4204 -5.0327  -0.044
C -1.1834 -0.2220 -4.3641  -0.040
C -0.8313 0.8635 -5.4075  -0.095
C -0.5627 0.1606 -6.6458  -0.104
C -0.3255 -1.3452 -6.3619  -0.070
H -1.1497 -2.2543 -4.6140  0.126
H -1.6149 -0.2546 -3.4650  0.034
H -1.2299 1.9179 -5.2971  0.088
H -0.5526 0.4560 -7.7266  0.083
H -0.3895 -2.0481 -7.0907  0.042